{"formula": "C8H15BrN3O", "method": "wB97M-V/def2-TZVPD", "charge": 1, "lumo_ev": -5.6562, "homo_energy_ha": -0.4565, "orbital_gap_ev": 6.8, "elements": ["N", "C", "C", "C", "N", "N", "Br", "C", "H", "H", "H", "H", "H", "C", "C", "O", "C", "C", "H", "H", "H", "H", "H", "H", "H", "H", "H", "H"], "coordinates": [[0.73, -1.32, -3.00], [1.03, -1.94, -1.66], [0.14, -3.27, -1.15], [0.65, -3.86, 0.34], [1.74, -3.27, 1.17], [2.39, -2.18, 0.67], [3.75, -1.48, 1.82], [2.23, -1.42, -0.62], [0.03, -0.56, -2.83], [0.21, -2.07, -3.55], [-0.74, -3.74, -1.76], [0.08, -4.82, 0.75], [2.91, -0.51, -0.91], [-0.27, 3.51, -0.17], [-1.44, 2.57, -0.39], [-1.11, 1.20, -0.21], [-0.66, 0.82, 1.09], [-1.68, 1.07, 2.19], [0.58, 3.23, -0.79], [-0.56, 4.54, -0.41], [0.06, 3.49, 0.87], [-1.78, 2.67, -1.43], [-2.30, 2.85, 0.23], [0.29, 1.32, 1.31], [-0.45, -0.25, 1.05], [-1.88, 2.14, 2.31], [-1.31, 0.69, 3.14], [-2.63, 0.59, 1.95]]}



{"formula": "C8H15CaNOP", "method": "wB97M-V/def2-TZVPD", "charge": -1, "lumo_ev": [3.2867, 3.2003], "homo_energy_ha": [0.0059, -0.0101], "orbital_gap_ev": [3.1, 3.5], "elements": ["C", "C", "C", "C", "C", "Ca", "P", "H", "H", "H", "H", "H", "H", "H", "H", "C", "N", "C", "C", "O", "H", "H", "H", "H", "H", "H", "H"], "coordinates": [[-2.19, -2.17, -2.32], [-0.85, -2.67, -2.29], [0.02, -1.62, -2.73], [-0.79, -0.48, -3.03], [-2.16, -0.82, -2.78], [-1.15, -0.54, -0.35], [-2.19, -1.96, 1.73], [-3.08, -2.77, -2.14], [-0.57, -3.69, -2.06], [1.09, -1.69, -2.84], [-3.02, -0.19, -2.97], [-0.43, 0.47, -3.42], [-1.34, -1.96, 2.87], [-2.68, -3.31, 1.78], [-3.30, -1.26, 2.31], [1.38, 1.86, 2.78], [1.85, 2.01, 1.43], [2.94, 2.90, 1.03], [1.22, 1.26, 0.53], [0.28, 0.49, 0.91], [2.00, 2.52, 3.39], [1.45, 0.81, 3.09], [0.31, 2.10, 2.84], [3.75, 2.33, 0.53], [2.59, 3.63, 0.28], [3.30, 3.39, 1.94], [1.54, 1.36, -0.49]]}



Number 1: calculated total energy -85084.500 eV. Number 2: calculated total energy -39801.838 eV.